15
Properties=species:S:1:pos:R:3 method="wB97M-V/def2-TZVPD" homo_energy_ev=-7.220 relative_energy_kcal_mol=95.9 e_tot_ev=-7828.161
O -1.174 2.726 -1.089
N 0.321 -0.644 -0.053
C -1.232 1.771 -0.350
C 0.630 0.281 -0.961
C -0.643 -1.550 -0.147
C 1.112 -0.629 1.186
H 1.420 0.981 -0.745
H -0.840 1.797 0.691
H 0.218 0.183 -1.955
H -0.730 -2.305 0.615
H 0.510 -1.015 2.009
H -1.204 -1.600 -1.069
H -1.792 0.841 -0.588
H 2.006 -1.238 1.043
H 1.397 0.399 1.411